Entry 1:
DFT (the ωB97M-V functional and the def2-TZVPD basis) results for a molecular structure, C9H10N2O at a distorted geometry.

The geometry in ORCA input format:
```
! wB97M-V def2-TZVPD RIJCOSX def2/J DEFGRID3
* xyz 0 1
C 3.50508 -0.53099 0.92455
C 2.78520 -0.19052 -0.53449
C -0.80416 -0.81929 -0.13690
C -1.89819 -1.53829 -0.04100
C -3.15110 -0.76912 0.06553
C -3.14848 0.55143 0.16954
C -2.02057 1.25177 0.14388
C -0.75615 0.58773 -0.00925
C 0.57960 1.05158 -0.11030
H 3.20792 -0.07468 1.55565
H 3.09269 -1.43062 1.20850
H 4.57022 -0.52731 0.72179
H 2.90736 0.86095 -0.89359
H 3.44346 -0.72979 -1.52770
H 1.17322 -1.99680 0.55297
H -1.91184 -2.83358 0.01790
H -3.98197 -1.19257 0.37501
H -4.10928 1.02650 0.40944
H -1.94082 2.58789 0.44156
N 1.41786 -0.16802 -0.38386
N 0.60362 -1.23438 -0.36134
O 1.10641 2.07013 -0.05929
*
```

The HOMO energy is -7.72 eV. As for the LUMO energy: 0.003 hartree. As for the energy relative to the best compared isomer or geometry (same formula, charge and spin): 855.1 kJ/mol. The value obtained for the HOMO-LUMO gap is 7.805 eV.



Entry 2:
DFT (the ωB97M-V functional and the def2-TZVPD basis) results for 3 unconnected molecules or ions with the total composition C3H12NO2 at a distorted geometry.

The geometry in ORCA input format:
```
! wB97M-V def2-TZVPD RIJCOSX def2/J DEFGRID3
* xyz 0 2
C 1.06808 -1.86235 -1.70006
C 0.58108 -1.36197 -0.27299
C -1.23699 0.31330 -0.50724
N 0.03269 0.01138 -0.27182
H 2.02335 -1.23404 -1.92305
H 0.34111 -1.66982 -2.42605
H 1.33660 -2.97117 -1.62985
H 1.49092 -1.42187 0.33601
H -0.17283 -1.94586 0.20337
H -1.78045 1.17070 -1.11256
H -2.02191 -0.43634 -0.15014
H 0.78670 0.69985 -0.40568
H -3.69077 1.34557 1.23108
H -2.42025 1.84219 2.04188
O -2.81845 1.18566 1.49516
H 2.83559 2.03559 0.88679
H 2.90854 0.62689 1.18104
O 2.27613 1.23243 0.82380
*
```

The expectation value of S² is 0.754. The HOMO energy (spin up / spin down) is -4.90 / -9.14 eV. As for the LUMO energy (spin up / spin down): 0.022 / 0.021 hartree. As for the energy relative to the best compared isomer or geometry (same formula, charge and spin): 140.4 kJ/mol. The value obtained for the HOMO-LUMO gap (spin up / spin down) is 5.490 / 9.723 eV.



Entry 3:
DFT (the ωB97M-V functional and the def2-TZVPD basis) results for a single C14H15BrN2O3S molecule.

The geometry in ORCA input format:
```
! wB97M-V def2-TZVPD RIJCOSX def2/J DEFGRID3
* xyz 0 1
C -1.56827 -3.65997 1.83776
C -2.45185 -3.50584 0.60585
O -1.75590 -2.89280 -0.47597
C -1.45924 -1.56037 -0.30277
C -0.12625 -1.18169 -0.24465
C 0.23362 0.14686 -0.05901
C -0.75348 1.11636 0.08832
C -2.07568 0.74062 -0.00113
C -2.46432 -0.58189 -0.21859
O -3.80318 -0.84981 -0.28283
C -4.26322 -1.50096 -1.45496
H -4.17130 -0.83558 -2.31933
H -5.31419 -1.71927 -1.27608
H -3.71859 -2.42560 -1.65517
Br -3.45286 2.03248 0.15214
H -0.47100 2.14507 0.25133
C 1.65161 0.55694 0.00888
O 1.99079 1.72869 0.19350
N 2.55153 -0.44550 -0.14669
C 3.79415 -0.05803 -0.08951
N 4.84044 -0.88558 -0.22269
C 6.06037 -0.26055 -0.12925
C 5.96942 1.06072 0.07791
S 4.30689 1.59178 0.16701
H 6.77608 1.75564 0.18345
H 6.95034 -0.85547 -0.22583
C 4.68660 -2.30019 -0.44526
H 5.15871 -2.58766 -1.38612
H 5.14280 -2.86299 0.37093
H 3.62188 -2.51683 -0.48914
H 0.63803 -1.93594 -0.33280
H -2.74648 -4.48491 0.21996
H -3.35266 -2.93657 0.86220
H -2.11476 -4.18657 2.61510
H -0.67238 -4.22369 1.58906
H -1.27117 -2.68353 2.21572
*
```

Its SMILES is CCOc1cc(C(=O)/N=c2\sccn2C)cc(Br)c1OC. The HOMO energy is -8.28 eV. As for the LUMO energy: 0.017 hartree. As for the energy relative to the best compared isomer or geometry (same formula, charge and spin): 248.9 kJ/mol. The value obtained for the HOMO-LUMO gap is 8.745 eV.



Entry 4:
DFT (the ωB97M-V functional and the def2-TZVPD basis) results for a molecular structure, C3H7N3O2 at a distorted geometry.

The geometry in ORCA input format:
```
! wB97M-V def2-TZVPD RIJCOSX def2/J DEFGRID3
* xyz 0 1
C 2.31021 0.35653 0.59521
C -0.61267 0.35934 -0.13626
C -3.15403 -0.29528 -0.15455
H 3.23632 1.04052 0.12569
H 1.94858 1.10738 1.41700
H 2.95600 -0.48831 0.90400
H 1.74074 0.90116 -1.30590
H 0.42800 -1.72765 0.00457
H -1.20200 -1.43872 -0.05822
H -3.88648 -1.40622 -0.57458
N 1.67679 0.03611 -0.57227
N 0.46317 -0.47444 -0.25589
N -1.75896 -0.48044 0.14956
O -0.57410 1.57770 -0.42465
O -3.57158 0.93232 0.28628
*
```

The HOMO energy is -9.59 eV. As for the LUMO energy: -0.003 hartree. As for the energy relative to the best compared isomer or geometry (same formula, charge and spin): 733.9 kJ/mol. The value obtained for the HOMO-LUMO gap is 9.504 eV.



- Which of these has the highest energy relative to the best compared isomer or geometry (same formula, charge and spin)?
  C9H10N2O



- Which formula does entry 4 have?
  C3H7N3O2



- Look up the energy relative to the best compared isomer or geometry (same formula, charge and spin) of the second one.
  140.4 kJ/mol



- Which of these has the highest energy relative to the best compared isomer or geometry (same formula, charge and spin)?
  C9H10N2O